[1]
{
  "formula": "C5H8O",
  "method": "ωB97M-V/def2-TZVPD",
  "species": ["C", "C", "C", "C", "C", "O", "H", "H", "H", "H", "H", "H", "H", "H"],
  "xyz": [[1.923991, -0.276566, 0.055148], [0.488289, 0.156520, 0.165033], [-0.808908, -0.568373, 0.701074], [-1.620534, 0.077103, -0.383210], [-0.361719, 1.030150, -0.681545], [0.245178, 1.525775, 0.497916], [1.979084, -1.231863, -0.471255], [2.381626, -0.410834, 1.043894], [2.525861, 0.459710, -0.492110], [-1.297673, -1.554473, 0.725906], [-1.042467, -0.104519, 1.663515], [-1.711803, -0.509954, -1.301852], [-2.642865, -0.116620, 0.091612], [-0.058060, 1.523945, -1.614125]],
  "forces_ev_per_a": [[-0.1484, -0.0621, -0.0441], [-0.0575, -0.4479, -0.0854], [-0.0963, -0.3120, 0.2521], [-0.6230, -0.2320, 0.1147], [-0.4421, -0.1336, -0.1285], [-0.3354, -0.1375, 0.2219], [0.0344, 0.0339, 0.0344], [-0.2146, 0.0471, -0.1385], [-0.2745, -0.0967, 0.1019], [1.8968, -0.7315, 0.2905], [0.0648, -0.0110, -0.0684], [0.5284, -0.3520, 0.1536], [0.2036, 2.6059, -1.0873], [-0.5362, -0.1707, 0.3831]],
  "orbital_gap_ev": 10.879,
  "de_lowest_kcal_mol": 87.8,
  "e_homo_ev": -9.8,
  "charge": 0,
  "e_tot_ev": -7358.449,
  "smiles": "C[C@]12CC[C@H]1O2",
  "multiplicity": 1
}

=====

[2]
{
  "formula": "C5H8O",
  "method": "ωB97M-V/def2-TZVPD",
  "species": ["C", "C", "C", "C", "C", "O", "H", "H", "H", "H", "H", "H", "H", "H"],
  "xyz": [[-0.920914, 0.547989, -1.251769], [-0.005311, 0.548573, -0.236236], [0.790635, 1.752723, 0.112665], [0.397295, -0.650357, 0.645897], [-0.365977, -1.978068, 0.563470], [1.357902, -0.534800, 1.405199], [-1.474658, -0.343511, -1.514151], [-1.080615, 1.413101, -1.929230], [1.837941, 1.637868, -0.286378], [0.288585, 2.704806, -0.333228], [0.830089, 1.886487, 1.216849], [-1.448597, -1.928197, 0.761181], [0.071695, -2.675726, 1.325664], [-0.278070, -2.380888, -0.479932]],
  "forces_ev_per_a": [[1.2436, -0.1661, 0.9297], [-0.8712, -0.3769, -0.7743], [-0.0110, 2.0526, -0.4749], [0.0771, -0.0366, 0.3250], [0.3306, -0.5036, -0.1136], [-1.4102, -0.1279, -1.1412], [-0.0184, -0.1007, 0.0830], [0.1806, -0.5069, 0.8507], [-0.9636, 0.3111, 0.5450], [1.0559, -1.6401, 0.6407], [0.1723, -0.0990, -0.8119], [0.3748, 0.4459, -0.0430], [-0.2643, 0.5827, -0.9458], [0.1037, 0.1656, 0.9307]],
  "orbital_gap_ev": 10.208,
  "de_lowest_kcal_mol": 22.9,
  "e_homo_ev": -9.9,
  "charge": 0,
  "e_tot_ev": -7361.261,
  "smiles": "C=C(C)C(C)=O",
  "multiplicity": 1
}